No. 1
The following is a DFT calculation (ωB97M-V/def2-TZVPD) of a 2-piece molecular cluster, C2H4ClNO4S overall at a distorted geometry.

Properties
DFT total energy	-35167.939	eV
total charge	0
E_HOMO (alpha / beta)	-0.2474 / -0.4167	Ha
2S+1	3
expectation value of S²	2.008
relative energy (zero: lowest compared OMol25 entry of this formula, charge and spin)	0.000	eV

Last column: Mulliken charge in e.
Geometry (Å):
C1 0.204 1.002 -0.421  -0.10
C2 -1.247 0.959 -0.745  -0.42
N1 -1.845 -0.165 -0.654  0.72
O1 -1.004 -1.268 -0.836  -0.44
O2 -3.008 -0.452 -0.713  -0.55
O3 0.640 -0.031 0.535  -0.48
O4 1.407 -2.367 -0.358  -0.33
S1 0.297 -1.821 0.279  0.73
Cl1 3.035 -0.719 2.461  -0.28
H1 0.929 1.028 -1.185  0.32
H2 0.279 1.962 0.207  0.23
H3 2.131 0.036 1.947  0.29
H4 -1.818 1.836 -0.515  0.31

No. 2
The following is a DFT calculation (ωB97M-V/def2-TZVPD) of C40H36ClDyN3Si2 as an isolated structure at a distorted geometry.

Properties
DFT total energy	-98888.889	eV
total charge	+1
E_HOMO (alpha / beta)	-0.3844 / -0.3753	Ha
2S+1	6
expectation value of S²	9.437

Last column: Mulliken charge in e.
Geometry (Å):
C1 -1.458 -0.556 4.952  -0.40
C2 -2.117 0.106 3.872  -0.78
C3 -2.257 -0.838 2.803  -0.41
H1 -2.537 1.122 3.906  0.47
C4 -1.659 -2.072 3.211  -1.03
C5 -1.174 -1.904 4.543  -0.48
H2 -0.723 -2.690 5.154  0.68
H3 -1.332 -0.139 5.959  0.58
H4 -2.829 -0.696 1.884  0.89
H5 -1.608 -2.980 2.606  0.55
Dy1 0.166 -0.341 3.164  0.41
Si1 2.301 0.066 -4.560  0.29
C6 1.558 1.555 -5.371  0.07
C7 2.208 2.196 -6.438  -0.57
H6 3.172 1.813 -6.782  0.37
C8 1.596 3.301 -7.043  -0.53
H7 2.075 3.785 -7.896  0.38
C9 0.369 3.786 -6.567  -0.59
H8 -0.105 4.656 -7.034  0.36
C10 -0.276 3.144 -5.495  -0.67
H9 -1.246 3.499 -5.132  0.48
C11 0.320 2.025 -4.900  0.08
H10 -0.178 1.506 -4.072  0.63
C12 1.773 -1.448 -5.487  0.53
C13 0.674 -1.373 -6.362  -0.23
H11 0.267 -0.395 -6.642  0.34
C14 0.098 -2.550 -6.855  -0.60
H12 -0.769 -2.482 -7.514  0.38
C15 0.634 -3.796 -6.506  -0.49
H13 0.150 -4.714 -6.854  0.38
C16 1.801 -3.860 -5.730  -0.48
H14 2.259 -4.829 -5.522  0.38
C17 2.380 -2.690 -5.224  -0.57
H15 3.293 -2.715 -4.620  0.33
H16 1.524 -0.033 -3.314  -0.14
Si2 -0.172 -0.077 -0.025  0.44
C18 -0.891 -1.693 -0.604  0.86
C19 -2.010 -1.794 -1.450  -0.24
H17 -2.473 -0.887 -1.852  0.40
C20 -2.555 -3.055 -1.749  -0.59
H18 -3.428 -3.120 -2.405  0.39
C21 -1.978 -4.223 -1.240  -0.51
H19 -2.383 -5.209 -1.514  0.39
C22 -0.836 -4.126 -0.437  -0.67
H20 -0.364 -5.037 -0.060  0.42
C23 -0.283 -2.877 -0.139  -0.67
H21 0.618 -2.806 0.479  0.38
C24 -1.262 1.301 -0.657  0.96
C25 -2.503 1.515 -0.021  -0.26
H22 -2.807 0.867 0.806  -0.02
C26 -3.351 2.557 -0.410  -0.66
H23 -4.310 2.676 0.099  0.42
C27 -2.995 3.412 -1.459  -0.72
H24 -3.690 4.184 -1.809  0.39
C28 -1.762 3.219 -2.089  -0.50
H25 -1.479 3.860 -2.924  0.53
C29 -0.893 2.203 -1.673  -1.03
H26 0.090 2.125 -2.136  0.84
H27 3.767 0.183 -4.250  -0.20
Cl1 1.651 0.138 -0.880  -0.42
C30 1.813 -2.669 8.279  -0.41
C31 1.760 -1.301 8.608  -0.66
C32 1.695 -0.351 7.583  -0.08
C33 1.644 -0.785 6.247  0.33
C34 1.757 -2.161 5.913  -0.33
C35 1.854 -3.094 6.942  -0.67
N1 1.337 0.123 5.213  0.37
N2 1.415 1.396 5.594  -0.53
C36 0.996 2.332 4.654  0.27
C37 1.400 3.675 4.793  -0.50
C38 1.020 4.585 3.819  -0.44
C39 0.159 4.167 2.779  -0.81
C40 -0.242 2.843 2.709  -0.06
N3 0.245 1.914 3.581  0.01
H28 1.821 -3.424 9.070  0.39
H29 1.757 -0.985 9.650  0.39
H30 1.612 0.716 7.789  0.43
H31 1.727 -2.463 4.857  0.47
H32 1.955 -4.161 6.701  0.38
H33 2.014 3.893 5.665  0.51
H34 1.361 5.621 3.854  0.41
H35 -0.209 4.858 2.018  0.47
H36 -0.941 2.474 1.945  0.51

No. 3
The following is a DFT calculation (ωB97M-V/def2-TZVPD) of a 2-piece molecular cluster, C3H5BrN2P overall at a distorted geometry.

Properties
DFT total energy	-85492.128	eV
total charge	+1
E_HOMO (alpha / beta)	-0.5138 / -0.4560	Ha
2S+1	1
relative energy (zero: lowest compared OMol25 entry of this formula, charge and spin)	2.960	eV

Last column: Mulliken charge in e.
Geometry (Å):
C1 0.110 0.969 1.972  -0.17
C2 0.252 1.712 0.835  0.05
C3 -0.511 -0.294 0.237  0.14
N1 -0.140 0.909 -0.212  -0.01
N2 -0.365 -0.248 1.566  -0.03
P1 -0.109 -2.019 -3.010  -0.02
Br1 0.864 3.460 0.583  -0.02
H1 0.312 1.223 2.993  0.45
H2 -0.158 1.196 -1.179  0.21
H3 -0.578 -1.013 2.190  0.22
H4 -0.121 -3.054 -3.959  0.10
H5 0.444 -2.843 -2.017  0.07

No. 4
The following is a DFT calculation (ωB97M-V/def2-TZVPD) of one molecule with the formula C5H7F2N at a distorted geometry.

Properties
DFT total energy	-12218.517	eV
total charge	0
E_HOMO (alpha / beta)	-0.3221 / -0.3220	Ha
2S+1	1
relative energy (zero: lowest compared OMol25 entry of this formula, charge and spin)	4.165	eV

Last column: Mulliken charge in e.
Geometry (Å):
C1 -0.786 0.848 -0.594  -0.44
C2 1.146 0.383 1.469  -0.79
C3 -1.737 -0.364 -0.528  -0.42
C4 0.340 0.201 0.280  0.42
C5 1.790 0.007 0.026  0.40
N1 -0.910 -1.449 0.098  -0.61
F1 2.442 0.983 -0.627  -0.28
F2 2.435 -1.171 -0.153  -0.28
H1 -0.527 1.045 -1.669  0.30
H2 -1.320 1.651 -0.063  0.28
H3 1.419 1.320 1.862  0.33
H4 1.170 -0.584 2.094  0.26
H5 -2.638 -0.211 0.092  0.25
H6 -2.188 -0.585 -1.519  0.30
H7 -0.636 -2.073 -0.768  0.25

No. 5
The following is a DFT calculation (ωB97M-V/def2-TZVPD) of one molecule with the formula C21H29N5O2 at a distorted geometry.

Properties
DFT total energy	-33794.029	eV
total charge	0
E_HOMO	-0.2964	Ha
SMILES	CCCn1c2ccccc2c2cnn(CC(=O)NCCN(CC)CC)c(=O)c21
2S+1	1
relative energy (zero: lowest compared OMol25 entry of this formula, charge and spin)	1.521	eV

Last column: Mulliken charge in e.
Geometry (Å):
C1 -1.603 3.024 0.029  -1.47
C2 -0.821 2.005 -0.788  0.64
H1 -1.266 1.908 -1.779  0.42
C3 0.655 2.379 -0.964  -1.34
N1 1.371 2.348 0.286  0.18
C4 1.873 1.223 0.874  0.59
C5 2.419 1.535 2.125  0.13
C6 3.002 0.491 2.871  -0.48
N2 3.044 -0.718 2.414  -1.26
N3 2.527 -1.001 1.220  1.01
C7 1.920 -0.114 0.352  0.59
O1 1.495 -0.492 -0.744  -0.82
C8 2.664 -2.393 0.829  -1.03
H2 3.414 -2.835 1.485  0.38
H3 2.978 -2.437 -0.217  0.38
C9 1.340 -3.165 1.009  0.76
O2 1.142 -3.896 1.956  -0.68
N4 0.474 -2.953 0.007  0.10
H4 0.699 -2.225 -0.665  0.18
C10 -0.882 -3.454 0.034  -0.84
H5 -1.028 -3.913 1.014  0.44
H6 -1.009 -4.230 -0.728  0.34
C11 -1.908 -2.321 -0.191  -0.71
N5 -2.330 -2.054 -1.544  0.34
C12 -1.330 -1.538 -2.458  0.09
C13 -0.491 -2.560 -3.238  -1.22
H7 -1.117 -3.160 -3.894  0.36
H8 0.053 -3.227 -2.576  0.27
H9 0.232 -2.026 -3.850  0.42
H10 -0.661 -0.890 -1.890  -0.49
H11 -1.859 -0.910 -3.187  0.47
C14 -3.242 -3.020 -2.127  -0.37
C15 -4.612 -3.000 -1.451  -1.48
H12 -4.579 -3.449 -0.463  0.35
H13 -5.322 -3.562 -2.053  0.43
H14 -4.963 -1.976 -1.359  0.34
H15 -3.374 -2.736 -3.173  0.47
H16 -2.846 -4.049 -2.106  0.24
H17 -1.485 -1.396 0.215  0.19
H18 -2.805 -2.547 0.387  0.27
H19 3.445 0.643 3.842  0.42
C16 2.236 2.938 2.308  0.23
C17 2.568 3.826 3.328  -0.50
C18 2.247 5.155 3.169  -0.75
C19 1.607 5.608 2.012  -0.67
C20 1.266 4.749 0.990  -0.51
C21 1.579 3.402 1.140  0.32
H20 0.772 5.118 0.105  0.32
H21 1.374 6.658 1.920  0.41
H22 2.493 5.864 3.945  0.39
H23 3.067 3.473 4.218  0.45
H24 1.124 1.658 -1.637  0.36
H25 0.746 3.380 -1.391  0.56
H26 -0.877 1.028 -0.305  -0.32
H27 -1.182 3.133 1.026  0.31
H28 -2.638 2.706 0.129  0.47
H29 -1.592 3.997 -0.458  0.31

No. 6
The following is a DFT calculation (ωB97M-V/def2-TZVPD) of one molecule with the formula C2H5N3OS at a distorted geometry.

Properties
DFT total energy	-19506.179	eV
total charge	0
E_HOMO	-0.3356	Ha
SMILES	[H]/N=C(/N)N(O)C=S
2S+1	1
relative energy (zero: lowest compared OMol25 entry of this formula, charge and spin)	2.771	eV

Last column: Mulliken charge in e.
Geometry (Å):
C1 0.678 0.586 -0.052  0.30
C2 -1.534 -0.687 0.114  0.04
H1 -0.394 1.328 1.474  0.13
H2 1.176 2.045 1.163  0.27
H3 1.509 0.002 -1.480  0.36
H4 0.761 -2.071 -0.697  0.36
H5 -1.903 -1.603 -0.401  0.32
N1 0.543 1.260 1.098  -0.35
N2 1.664 0.788 -0.843  -0.70
N3 -0.244 -0.509 -0.239  0.16
O1 0.204 -1.431 -1.197  -0.51
S1 -2.458 0.290 1.060  -0.40

No. 7
The following is a DFT calculation (ωB97M-V/def2-TZVPD) of a 2-piece molecular cluster, C4H6FN overall at a distorted geometry.

Properties
DFT total energy	-8447.130	eV
total charge	0
E_HOMO (alpha / beta)	-0.3102 / -0.2445	Ha
2S+1	1
relative energy (zero: lowest compared OMol25 entry of this formula, charge and spin)	5.205	eV

Last column: Mulliken charge in e.
Geometry (Å):
C1 -0.665 1.955 1.166  -0.12
C2 -0.815 0.896 0.571  0.12
C3 2.193 0.032 -0.744  -0.93
C4 -1.024 -0.218 -0.183  -0.12
N1 -1.157 -1.446 0.315  -0.46
F1 -1.240 -0.182 -1.553  -0.26
H1 -0.904 2.838 1.785  0.37
H2 2.808 -0.361 0.084  0.29
H3 1.590 -0.662 -1.337  0.27
H4 2.212 0.995 -1.095  0.35
H5 -1.551 -2.210 -0.283  0.24
H6 -1.447 -1.637 1.275  0.24

No. 8
The following is a DFT calculation (ωB97M-V/def2-TZVPD) of C4H5CuLiO2 as an isolated structure at a distorted geometry.

Properties
DFT total energy	-53159.709	eV
total charge	+1
E_HOMO	-0.4615	Ha
2S+1	1
relative energy (zero: lowest compared OMol25 entry of this formula, charge and spin)	0.000	eV

Last column: Mulliken charge in e.
Geometry (Å):
H1 -1.625 0.135 0.906  0.25
C1 -0.833 -0.964 0.687  0.06
C2 0.653 -0.947 0.511  -0.20
C3 1.053 0.531 0.297  -0.50
C4 0.253 1.183 -0.822  0.20
O1 -0.283 0.247 -1.489  -0.71
O2 -1.546 -1.764 0.115  -0.58
Li1 -1.921 -0.609 -1.730  0.89
Cu1 -0.723 3.244 -0.754  0.32
H2 0.837 -1.534 -0.403  0.27
H3 1.105 -1.333 1.434  0.37
H4 2.102 0.710 0.016  0.31
H5 0.929 1.101 1.233  0.33